Record 1
C3H11N2 | ωB97M-V/def2-TZVPD

Spin multiplicity: 1
HOMO energy in eV: -14.659
Kohn-Sham gap in eV: 11.531
Energy in eV: -6263.33795
Net charge: +1

Last column: Löwdin charge in e.
CARTESIAN COORDINATES (ANGSTROEM)
C: 0.386860 0.648033 1.117349  -0.2171
C: 0.808423 0.773855 -0.349455  -0.1755
C: -0.291698 0.398001 -1.277223  -0.1358
N: -0.682785 -1.016759 -0.926303  0.1611
N: -0.107109 -0.690813 1.449803  0.0076
H: 1.198214 0.986265 1.753602  0.1250
H: -0.397591 1.362007 1.268477  0.1182
H: 1.723832 0.212297 -0.521347  0.1247
H: 1.081049 1.816273 -0.551266  0.1365
H: -0.025011 0.376774 -2.300234  0.1213
H: -1.153537 1.012526 -1.113981  0.1315
H: -0.044650 -1.651418 -1.358632  0.1516
H: -0.620966 -1.096172 0.097479  0.0269
H: -1.627857 -1.280150 -1.268788  0.1835
H: 0.618722 -1.270408 1.864062  0.1223
H: -0.865891 -0.580306 2.116455  0.1183

Forces on the atoms, in the same order (eV/Å):
0.642 0.610 -0.486
0.825 0.647 0.557
-0.311 -1.088 0.606
-1.986 0.134 -3.034
-0.030 0.185 1.293
0.183 -0.161 0.151
-0.679 0.312 0.234
0.057 -0.290 -0.199
-0.045 -0.126 0.116
0.280 0.379 -1.062
-0.527 0.374 -0.044
0.630 -0.658 -0.275
0.207 -0.372 1.693
0.694 0.322 0.195
-0.188 0.085 0.063
0.249 -0.354 0.193

=====

Record 2
C4H5N3O | ωB97M-V/def2-TZVPD

Spin multiplicity: 1
HOMO energy in eV: -9.484
Kohn-Sham gap in eV: 9.099
Energy in eV: -10746.28261

Last column: Löwdin charge in e.
CARTESIAN COORDINATES (ANGSTROEM)
C: -2.293757 -0.184040 0.024025  -0.1229
C: 0.021026 -0.615196 0.007469  -0.2859
C: 2.172984 -0.691387 -0.006429  -0.1579
C: 0.487887 0.833098 0.022855  -0.3797
H: -2.321296 0.460667 -0.862323  0.0909
H: -2.305981 0.488376 0.864905  0.0782
H: -3.216415 -0.773324 0.058553  0.0745
H: 3.203643 -0.982028 -0.041854  0.1197
H: 2.539211 1.463351 -0.044972  0.1627
N: -1.159495 -1.057701 -0.015911  0.0900
N: 1.169649 -1.478519 -0.020525  0.1192
N: 1.873736 0.687263 0.058486  0.1163
O: -0.171195 1.849442 -0.044278  0.0950

Forces on the atoms, in the same order (eV/Å):
-0.690 0.165 -0.606
-0.286 -0.456 0.014
-0.596 0.940 0.039
0.047 0.230 -0.221
-0.025 -0.101 0.034
0.230 0.275 0.494
0.276 0.023 -0.083
0.324 -0.258 0.030
-0.592 -0.735 0.125
0.734 -0.319 0.195
-0.247 0.470 -0.025
0.188 0.388 -0.177
0.637 -0.621 0.183

=====

Record 3
C6H26O10 | ωB97M-V/def2-TZVPD

Spin multiplicity: 1
HOMO energy in eV: -9.913
Kohn-Sham gap in eV: 10.115
Energy in eV: -27117.51314

Last column: Löwdin charge in e.
CARTESIAN COORDINATES (ANGSTROEM)
O: 0.489104 -1.226917 3.271545  -0.0456
H: -0.202978 -0.578186 3.080510  0.0573
H: 0.035791 -1.934021 3.744833  0.0515
O: 0.491213 -0.009351 -4.027622  -0.0312
H: -0.084171 -0.231840 -4.769642  0.0620
H: 1.318338 0.281422 -4.428281  0.0615
O: -2.514090 -3.299080 1.620799  -0.0802
H: -1.649566 -3.227799 2.036805  0.0054
H: -2.597909 -2.494160 1.057254  -0.0019
O: -0.227273 2.170300 -0.587552  -0.0485
H: 0.406958 1.531297 -0.223620  -0.0129
H: -1.018061 2.048308 -0.052002  0.0383
C: 3.925801 2.465184 2.027212  -0.2490
C: 3.963214 1.768055 0.675002  -0.2479
O: 3.019774 2.279339 -0.259921  -0.0646
O: 4.967314 1.929899 2.837846  -0.0651
H: 2.956908 2.237785 2.496186  0.1185
H: 3.983359 3.554081 1.943419  0.1225
H: 3.758764 0.695353 0.789971  0.1086
H: 4.964404 1.847609 0.248594  0.1247
H: 2.166650 2.230590 0.191478  0.0506
H: 4.790959 2.217578 3.737727  0.0833
C: -4.684220 0.314117 -1.022767  -0.2675
C: -4.185984 -1.114709 -0.796488  -0.2189
O: -2.970242 -1.087127 -0.062510  -0.0985
O: -3.800047 1.112811 -1.750761  -0.0472
H: -4.891293 0.732503 -0.028556  0.1184
H: -5.626455 0.225209 -1.565185  0.1197
H: -4.033869 -1.512525 -1.804387  0.1280
H: -4.970580 -1.649401 -0.267245  0.1229
H: -2.269975 -1.088626 -0.741355  0.0459
H: -2.884869 0.981794 -1.480478  0.0655
C: 0.252304 -1.682522 -0.995676  -0.2064
C: 1.412459 -0.960478 -0.332013  -0.2345
O: 1.016174 -0.113225 0.731697  -0.0855
O: -0.696092 -0.779494 -1.544199  -0.0934
H: -0.273304 -2.148600 -0.149372  0.1142
H: 0.526957 -2.484211 -1.680565  0.1275
H: 1.958933 -0.370324 -1.083243  0.1208
H: 2.201779 -1.662283 -0.041065  0.1293
H: 1.269406 -0.577355 1.547225  0.0637
H: -0.295583 -0.391002 -2.343597  0.0588

Forces on the atoms, in the same order (eV/Å):
-0.242 0.102 -0.010
0.056 -0.133 0.062
0.126 0.051 -0.003
-0.024 -0.117 -0.235
0.049 0.048 0.110
-0.068 0.041 0.156
0.099 0.417 -0.205
-0.054 -0.021 -0.076
-0.065 -0.405 0.291
0.249 0.105 0.087
-0.530 -0.084 -0.081
0.079 -0.038 0.020
-0.542 -0.381 0.164
0.093 -0.379 -0.239
0.164 0.216 0.516
-0.091 0.162 -0.147
-0.037 0.069 -0.065
0.212 -0.020 -0.246
0.192 0.066 0.353
-0.095 0.193 -0.116
-0.001 0.157 -0.274
0.159 -0.067 0.038
-0.129 -0.801 0.947
-0.233 1.190 -0.650
-0.012 -0.344 -0.322
0.068 0.306 -0.630
-0.032 0.215 -0.095
0.005 0.318 -0.135
0.072 -0.503 0.185
0.175 -0.325 0.127
0.269 0.196 0.315
-0.049 -0.133 0.250
-0.713 0.068 1.678
1.142 0.005 -1.473
0.318 -0.420 0.206
0.411 -0.160 -0.514
-0.070 -0.231 -0.293
0.323 0.190 -0.192
-0.379 0.343 0.066
-0.364 -0.265 0.396
-0.324 0.274 -0.075
-0.208 0.097 0.108

=====

Record 4
CH2BeLiO | ωB97M-V/def2-TZVPD

Spin multiplicity: 1
HOMO energy (alpha / beta) in eV: -14.423 / -11.638
Kohn-Sham gap (alpha / beta) in eV: 9.325 / 5.096
Energy in eV: -3709.58064
Net charge: +1

Last column: Löwdin charge in e.
CARTESIAN COORDINATES (ANGSTROEM)
C: 0.727425 -0.179238 -0.140028  -0.4679
O: 0.060471 0.838420 -0.320648  -0.2270
H: 0.386381 -1.223958 -0.184096  0.0505
Be: 2.051708 -0.017532 0.291566  0.6872
Li: -1.739786 1.122118 0.056786  0.7897
H: -1.486200 -0.539811 0.296420  0.1675

Forces on the atoms, in the same order (eV/Å):
-5.135 -2.752 -2.761
-2.788 1.475 -0.134
-1.340 0.004 -0.115
9.484 1.223 3.112
0.064 0.946 -0.281
-0.286 -0.896 0.180

=====

Record 5
C5H7FN2 | ωB97M-V/def2-TZVPD

Spin multiplicity: 1
HOMO energy in eV: -8.004
Kohn-Sham gap in eV: 8.303
Energy in eV: -10993.18278

Last column: Löwdin charge in e.
CARTESIAN COORDINATES (ANGSTROEM)
C: -1.504489 2.337004 0.546462  0.0667
C: -0.573400 1.812815 -0.276827  -0.1784
C: 1.045356 -1.810074 -0.635400  -0.2050
C: 0.528745 1.237479 0.290235  -0.3085
C: -0.134386 -1.134802 -0.658866  -0.2219
N: 1.935024 -1.712165 -1.675654  0.0746
N: 1.461314 0.896942 0.878146  0.1857
F: -0.463873 -0.435302 -1.759202  -0.0244
H: -2.358191 2.751862 0.052795  0.0507
H: -1.800052 2.304234 1.582899  0.0764
H: -0.703590 1.743437 -1.369939  0.1198
H: 1.340889 -2.224247 0.274955  0.0941
H: -0.970209 -1.217108 0.048815  0.1194
H: 2.923318 -1.849084 -1.435415  0.1080
H: 1.688854 -0.899776 -2.125100  0.0428

Forces on the atoms, in the same order (eV/Å):
-1.165 -0.247 -1.762
-2.706 1.156 0.037
-2.394 1.751 -0.251
3.132 -0.673 1.743
0.637 -2.609 0.874
1.130 -2.118 1.231
-0.210 0.178 -0.295
-0.102 0.334 -0.995
-0.387 0.388 -0.659
1.517 -0.288 0.546
0.070 0.537 0.846
0.299 -1.033 1.146
0.737 0.095 -0.232
-0.855 0.426 -0.273
0.298 2.103 -1.954

=====

Record 6
C2H3N2S2 | ωB97M-V/def2-TZVPD

Spin multiplicity: 1
HOMO energy in eV: -14.191
Kohn-Sham gap in eV: 8.168
Energy in eV: -26764.23809
Net charge: +1

Last column: Löwdin charge in e.
CARTESIAN COORDINATES (ANGSTROEM)
C: 0.792059 -1.566596 -1.527006  -0.6522
C: -0.375028 1.364720 1.414213  -0.7157
N: 0.332700 2.315155 1.243520  0.1893
N: -0.128852 -1.651988 -0.663692  0.0653
S: -1.374858 0.138959 1.414886  0.8343
S: 1.839453 -0.865295 -2.411015  1.0080
H: 0.170297 3.273486 1.355117  0.0957
H: -0.398451 -0.673784 -0.025463  0.0381
H: -0.857320 -2.334656 -0.800559  0.1370

Forces on the atoms, in the same order (eV/Å):
0.575 2.533 -0.319
0.791 2.051 -0.921
-0.759 -2.964 0.595
0.027 1.081 0.209
0.026 -0.463 0.281
-0.508 -1.419 0.492
0.035 1.632 0.089
0.108 -2.096 -0.741
-0.296 -0.354 0.315

=====

ΔE to the lowest compared entry with this formula, charge and spin (kcal/mol)
5.6 30.7 30.7 31.5 72.1 34.9
F_max (eV Å⁻¹)
3.6 1.1 1.9 10.1 3.6 3.1